151
Properties=species:S:1:pos:R:3:forces:R:3:lowdin_charge:R:1 method="wB97M-V/def2-TZVPD" charge=0 gap_ev=8.396 smiles="C#CC[PH2](CC(=O)c1ccccc1)NCC.C[C@@H]1COC(=O)O1.C[C@@H]1COC(=O)O1.C[C@@H]1COC(=O)O1.C[C@@H]1COC(=O)O1.C[C@@H]1COC(=O)O1.C[C@@H]1COC(=O)O1.C[C@@H]1COC(=O)O1.C[C@@H]1COC(=O)O1.C[C@@H]1COC(=O)O1" homo_ev=-8.4 energy_ev=-120074.4150
C -2.24592 1.23188 9.21894 -4.991 0.219 -8.894 0.04
C -2.80975 1.17738 7.90829 2.654 0.840 8.748 -0.10
C -3.70378 1.20641 6.49464 -0.511 0.990 2.297 -0.28
P -3.07022 -0.10277 5.25933 0.060 0.016 0.571 0.76
C -2.24220 1.20923 4.10853 1.634 -0.053 -1.979 -0.28
C -2.25267 0.54990 2.57175 -1.973 1.959 -3.005 -0.29
O -2.97261 1.03600 1.55316 4.271 -3.006 5.985 -0.06
C -1.23162 -0.76205 2.38830 1.837 -1.589 -0.550 -0.09
C 0.24890 -0.41885 1.72729 -1.446 -5.162 1.676 0.00
C 1.28254 -1.72299 1.59571 -3.707 0.046 1.686 -0.04
C 0.83770 -3.21728 2.10306 -2.328 2.265 0.464 -0.06
C -0.65074 -3.53053 2.73689 1.304 4.807 -1.297 -0.04
C -1.68258 -2.26092 2.87851 3.573 0.242 -1.340 -0.04
N -3.97916 -1.33437 6.21728 0.290 -2.130 -1.183 -0.31
C -5.17293 -1.86937 5.45809 -1.471 -0.970 0.781 -0.36
C -6.33751 -0.76326 5.12219 0.703 -0.110 -0.683 -0.14
H -2.10655 1.48990 10.37402 -0.172 -0.835 -3.354 0.06
H -4.81204 0.90045 6.80777 2.655 0.511 -0.521 0.09
H -3.77594 2.29863 6.07975 0.668 -2.021 0.965 0.09
H -3.75209 -0.59810 4.09218 0.003 0.274 0.209 0.01
H -1.77822 -0.73222 5.56260 -1.093 0.557 -0.143 0.06
H -2.74178 2.26646 4.15580 1.116 -2.034 -0.411 0.09
H -1.09203 1.21213 4.41999 -2.360 0.483 -0.708 0.09
H 0.51783 0.67028 1.39482 -0.540 -2.394 0.750 0.08
H 2.34969 -1.51315 1.16336 -2.302 -0.729 0.916 0.07
H 1.59954 -4.12668 2.02863 -1.804 2.383 0.019 0.10
H -0.96040 -4.59764 3.11191 0.755 2.382 -0.900 0.09
H -2.74841 -2.43764 3.36301 2.502 0.504 -1.257 0.07
H -3.32065 -2.16651 6.29249 -1.095 1.254 0.170 0.07
H -5.67792 -2.68392 6.15826 1.078 1.597 -1.468 0.12
H -4.88583 -2.45171 4.46125 -0.550 1.350 1.706 0.10
H -5.93462 -0.11642 4.21658 -1.153 -1.166 1.801 0.07
H -6.60639 -0.03963 6.00117 0.605 -1.589 -1.525 0.07
H -7.29529 -1.35110 4.79744 1.812 1.249 0.528 0.08
C -1.59246 -6.89186 -1.75793 0.035 -0.252 0.358 -0.02
C -0.86007 -5.56597 -1.73883 -1.153 -0.870 -0.314 -0.35
C -0.08420 -5.28655 -2.99037 -0.463 0.027 -0.926 -0.11
O 0.93505 -4.41764 -2.52792 0.516 0.083 1.214 0.07
C 1.13382 -4.72463 -1.21029 1.616 0.714 1.107 -0.50
O 2.06179 -4.30998 -0.53699 -1.819 -0.870 -1.417 0.11
O 0.15612 -5.56178 -0.74896 1.123 0.778 -0.064 0.08
H -0.91053 -7.71855 -1.98561 -0.034 0.211 -0.077 0.09
H -2.02184 -7.10441 -0.77316 -0.038 0.128 -0.165 0.09
H -2.39655 -6.88724 -2.49931 0.137 0.081 0.068 0.09
H -1.55875 -4.75303 -1.50628 0.102 0.008 -0.086 0.16
H -0.69072 -4.79782 -3.75830 0.232 -0.024 0.125 0.13
H 0.38911 -6.17615 -3.42032 -0.204 -0.014 0.099 0.14
C 1.08463 4.09073 3.46226 -0.795 -0.286 0.189 -0.03
C 0.26002 4.94205 4.40567 0.832 -0.075 -1.513 -0.33
C 1.03835 5.48494 5.56579 0.720 0.522 -0.152 -0.11
O 0.03347 5.66276 6.54881 -0.963 -0.590 0.167 0.06
C -0.94362 4.74759 6.27013 -1.765 -0.495 1.346 -0.52
O -1.87408 4.48317 7.01225 1.926 0.542 -1.586 0.12
O -0.73649 4.16514 5.05055 -0.508 0.265 1.306 0.06
H 1.59546 3.28412 3.99959 -0.710 0.654 -0.070 0.05
H 0.43910 3.61025 2.71948 -0.058 0.263 -0.038 0.08
H 1.83390 4.69315 2.94082 -0.165 -0.069 0.156 0.10
H -0.24502 5.74055 3.84850 0.045 0.023 0.134 0.16
H 1.52595 6.43624 5.33401 -0.171 -0.108 0.176 0.15
H 1.78526 4.78592 5.95791 -0.032 -0.056 -0.196 0.14
C -4.48462 -3.23764 -6.22358 -0.117 -0.023 0.729 -0.03
C -3.13883 -3.81205 -6.61557 -1.148 1.228 -0.016 -0.33
C -3.14200 -4.50526 -7.94442 -0.356 0.135 -0.581 -0.12
O -2.08015 -5.43307 -7.80521 0.601 -0.562 1.109 0.07
C -1.98625 -5.71287 -6.47001 1.140 -1.583 0.656 -0.50
O -1.30877 -6.61012 -5.99844 -1.354 1.830 -0.877 0.12
O -2.75628 -4.85560 -5.73401 0.901 -1.055 -0.332 0.08
H -5.26856 -4.00201 -6.26173 0.275 0.179 -0.111 0.09
H -4.45681 -2.87112 -5.19198 0.173 0.081 -0.155 0.09
H -4.76808 -2.41247 -6.88311 0.104 -0.200 0.136 0.09
H -2.36836 -3.03281 -6.56788 0.009 -0.091 -0.079 0.16
H -2.95049 -3.81929 -8.77461 0.137 -0.178 0.082 0.15
H -4.06347 -5.06260 -8.14571 0.639 0.207 0.548 0.11
C 6.37689 1.62661 0.43476 -0.607 0.235 -0.020 -0.02
C 5.81434 1.51399 1.83676 1.032 -0.307 -1.300 -0.33
C 4.85439 0.37647 2.01271 0.363 -0.927 -0.102 -0.10
O 4.04357 0.82660 3.08401 -0.400 1.300 0.305 0.06
C 4.06161 2.19295 3.03248 -0.647 0.925 0.738 -0.46
O 3.32838 2.91828 3.68261 2.694 -1.903 -1.152 0.07
O 5.00821 2.63798 2.15188 -1.325 0.027 1.120 0.10
H 5.57610 1.67441 -0.31140 -0.137 -0.042 0.195 0.08
H 6.95629 2.54993 0.32951 0.030 -0.277 0.112 0.09
H 7.02348 0.77627 0.20011 -0.713 0.375 0.272 0.07
H 6.63084 1.47076 2.56789 -0.124 -0.083 -0.017 0.17
H 5.35748 -0.55888 2.27433 -0.221 0.165 0.105 0.15
H 4.21232 0.20620 1.14149 0.154 0.115 -0.071 0.13
C 0.89179 1.72952 7.60114 -0.009 -0.199 0.352 -0.01
C 2.23758 1.15511 7.20915 -1.071 1.006 0.029 -0.34
C 2.23441 0.46190 5.88030 -0.191 0.534 -0.851 -0.11
O 3.29626 -0.46591 6.01951 0.381 -0.478 0.946 0.06
C 3.39016 -0.74572 7.35471 1.234 -1.744 0.915 -0.50
O 4.06764 -1.64296 7.82628 -1.424 1.914 -1.032 0.13
O 2.62013 0.11155 8.09071 0.799 -0.922 -0.360 0.09
H 0.10785 0.96515 7.56299 0.162 0.127 -0.071 0.06
H 0.91960 2.09604 8.63274 -0.001 0.060 -0.205 0.09
H 0.60833 2.55469 6.94161 0.070 -0.102 0.037 0.07
H 3.00805 1.93434 7.25683 0.030 -0.085 -0.127 0.16
H 2.42592 1.14786 5.05011 0.079 -0.253 0.147 0.11
H 1.31293 -0.09544 5.67901 -0.063 0.099 0.160 0.14
C -5.95202 -4.34037 -13.15360 -0.263 0.355 -0.029 -0.02
C -5.21117 -4.49267 -11.84108 -0.142 -0.033 -1.463 -0.35
C -5.30680 -5.86647 -11.24952 0.334 -0.815 -0.521 -0.10
O -5.13076 -5.61419 -9.86637 -0.430 0.955 0.450 0.05
C -5.57367 -4.33896 -9.64842 -0.821 1.047 1.547 -0.49
O -5.74805 -3.84735 -8.54647 -0.064 -1.063 -2.794 0.11
O -5.79916 -3.68948 -10.83032 0.162 -0.350 1.357 0.10
H -6.99838 -4.65028 -13.05684 0.192 -0.056 0.077 0.09
H -5.96556 -3.29027 -13.46409 0.137 -0.192 0.003 0.09
H -5.48249 -4.93495 -13.94242 0.008 0.075 0.144 0.09
H -4.16799 -4.17464 -11.95827 -0.043 -0.121 0.061 0.16
H -4.52815 -6.53787 -11.62284 -0.092 0.089 0.260 0.15
H -6.28520 -6.33811 -11.39280 0.048 0.165 -0.112 0.15
C -4.23697 3.60429 -0.42606 0.081 -0.244 0.358 -0.01
C -3.50458 4.93018 -0.40696 -1.246 -0.853 -0.366 -0.34
C -2.72871 5.20960 -1.65850 -0.673 -0.140 -1.015 -0.11
O -1.70946 6.07851 -1.19605 0.667 0.104 1.208 0.07
C -1.51069 5.77152 0.12158 1.375 0.652 1.043 -0.52
O -0.58271 6.18617 0.79487 -1.713 -0.873 -1.299 0.12
O -2.48839 4.93437 0.58291 1.222 0.823 -0.069 0.08
H -3.55504 2.77760 -0.65374 -0.052 0.188 -0.006 0.08
H -4.66635 3.39174 0.55871 0.006 0.071 -0.191 0.09
H -5.04106 3.60891 -1.16744 0.105 0.103 0.065 0.09
H -4.20325 5.74312 -0.17441 0.097 0.017 -0.040 0.16
H -3.33523 5.69833 -2.42643 0.197 0.121 0.167 0.15
H -2.25540 4.32000 -2.08845 -0.514 0.387 0.282 0.11
C 10.88712 4.22730 -2.51037 -0.169 0.306 0.285 -0.02
C 10.83725 2.80140 -2.00136 0.613 1.160 -0.665 -0.35
C 10.29314 1.82309 -2.99798 0.402 -0.183 -0.819 -0.11
O 9.77304 0.80041 -2.16650 -0.456 0.149 1.075 0.07
C 9.43559 1.39981 -0.98466 -0.960 -0.987 1.503 -0.47
O 8.78695 0.86688 -0.10055 2.679 0.925 -2.100 0.09
O 9.91845 2.67775 -0.92757 -0.654 -1.171 0.290 0.09
H 9.90764 4.55149 -2.87889 0.117 -0.176 0.002 0.09
H 11.15728 4.91223 -1.69971 0.094 -0.148 -0.155 0.09
H 11.61708 4.33207 -3.31808 -0.058 -0.079 0.128 0.09
H 11.82531 2.49762 -1.63456 -0.097 -0.078 -0.079 0.16
H 11.06762 1.42671 -3.66092 -0.197 -0.102 0.173 0.15
H 9.47407 2.22511 -3.60442 0.121 0.149 0.089 0.14
C 2.35822 1.47579 -1.63061 0.098 -0.370 -0.225 -0.02
C 1.36411 2.42682 -2.26467 1.154 -0.330 0.726 -0.34
C 0.22438 2.79743 -1.36464 0.193 0.452 0.974 -0.09
O -0.80170 3.11416 -2.28908 0.322 -0.782 -1.052 0.02
C -0.54225 2.38521 -3.41656 -1.436 -0.512 -2.082 -0.49
O -1.31497 2.26052 -4.35131 1.664 0.353 2.141 0.14
O 0.69716 1.81109 -3.35488 -1.199 0.424 -0.313 0.10
H 1.85962 0.57962 -1.24518 -0.062 0.165 -0.022 0.09
H 3.08500 1.13240 -2.37437 -0.043 0.164 0.133 0.09
H 2.89583 1.95778 -0.80909 -0.070 0.060 -0.105 0.08
H 1.88295 3.31458 -2.64649 -0.122 0.006 0.083 0.17
H 0.45448 3.65906 -0.73133 -0.182 -0.023 -0.146 0.15
H -0.12210 1.97157 -0.73363 0.146 -0.050 -0.086 0.14